[1]
Computed, not measured: a molecular structure, C27H39BIrN6OSi, with ωB97M-V with the def2-TZVPD basis set.

Its energy above the lowest of the compared OMol25 structures with the same formula, charge and spin is 2.5962 eV. The expectation value of S² is 0.763.

```
! RIJCOSX wB97M-V def2-TZVPD def2/J DEFGRID3
* xyz 2 2
Ir -0.020 -0.019 0.351
C -0.720 2.997 2.808
C 0.153 1.823 2.470
C 1.321 1.969 1.682
C 1.777 3.320 1.195
C 2.143 0.854 1.430
C 3.402 1.080 0.631
C 1.853 -0.402 2.056
C 2.870 -1.518 2.117
C 0.673 -0.538 2.830
C 0.416 -1.816 3.583
C -0.166 0.570 3.041
C -1.336 0.462 3.981
H -0.468 3.365 3.809
H -1.772 2.716 2.816
H -0.604 3.825 2.120
H 1.564 3.451 0.128
H 2.853 3.425 1.318
H 1.312 4.132 1.742
H 4.145 1.596 1.245
H 3.196 1.703 -0.238
H 3.863 0.164 0.283
H 2.514 -2.440 1.655
H 3.078 -1.741 3.165
H 3.816 -1.248 1.660
H 0.755 -1.696 4.616
H 0.954 -2.661 3.169
H -0.642 -2.066 3.607
H -2.272 0.316 3.430
H -1.443 1.369 4.571
H -1.226 -0.366 4.674
B -3.623 -0.515 -0.170
N -2.612 -1.609 0.276
C -2.948 -2.885 0.322
C -1.873 -3.641 0.788
C -0.885 -2.725 1.008
N -1.336 -1.477 0.707
N -2.970 0.878 -0.099
C -3.615 1.991 -0.397
C -2.722 3.066 -0.373
C -1.520 2.504 -0.042
N -1.679 1.166 0.144
H -4.615 -0.554 0.510
H -3.998 -0.745 -1.298
H -3.941 -3.193 0.029
H -1.826 -4.707 0.934
H 0.112 -2.882 1.372
H -4.672 1.961 -0.610
H -2.931 4.104 -0.571
H -0.557 2.965 0.064
C -0.354 3.089 -3.423
Si 0.004 1.249 -2.982
C 1.528 1.037 -4.131
C -1.410 0.226 -3.548
O 0.448 1.060 -1.430
H -0.477 3.139 -4.505
H 0.473 3.720 -3.100
H -1.281 3.353 -2.906
H 1.201 1.234 -5.152
H 1.870 0.002 -4.021
H 2.313 1.732 -3.836
H -1.912 0.675 -4.407
H -2.153 0.108 -2.749
H -1.083 -0.774 -3.850
N 2.585 -5.651 -3.888
C 2.190 -4.768 -3.272
C 1.702 -3.654 -2.494
C 2.589 -2.845 -1.791
C 2.080 -1.811 -1.039
N 0.766 -1.559 -0.960
C -0.085 -2.312 -1.674
C 0.344 -3.369 -2.445
H 3.654 -3.028 -1.829
H 2.735 -1.163 -0.485
H -1.134 -2.051 -1.629
H -0.370 -3.967 -2.994
*
```

[2]
Computed, not measured: a molecular structure, C6H12ORuS3, with ωB97M-V with the def2-TZVPD basis set.

The expectation value of S² is 6.019. Its total energy is -1599.7216 Ha.

```
! RIJCOSX wB97M-V def2-TZVPD def2/J DEFGRID3
* xyz 2 5
Ru 0.054 0.004 0.168
C -2.325 -0.571 -1.689
C -2.596 0.700 -0.884
S -1.208 1.920 -0.544
C -0.124 1.831 -2.062
C 1.404 1.646 -1.879
S 2.146 0.180 -1.014
C 1.719 -1.334 -1.990
C 0.279 -1.647 -2.406
S -1.039 -1.781 -1.082
H -2.076 -0.378 -2.730
H -3.254 -1.144 -1.678
H -2.946 0.486 0.127
H -3.387 1.256 -1.391
H -0.249 2.794 -2.559
H -0.554 1.078 -2.715
H 1.837 2.470 -1.310
H 1.837 1.666 -2.880
H 2.141 -2.113 -1.352
H 2.317 -1.292 -2.902
H 0.296 -2.636 -2.865
H -0.104 -0.946 -3.142
O 0.099 -0.243 1.820
*
```

[3]
Computed, not measured: a molecular structure, C16H13BCl2N6O2V, with ωB97M-V with the def2-TZVPD basis set.

The expectation value of S² is 0.765. Its total energy is -2985.3205 Ha.

```
! RIJCOSX wB97M-V def2-TZVPD def2/J DEFGRID3
* xyz 2 2
V 0.238 0.085 -0.650
C 4.286 -0.355 -1.090
C 3.002 -0.711 -1.438
N 2.116 0.025 -0.722
N 2.837 0.837 0.100
C 4.134 0.622 -0.104
B 2.098 1.804 1.060
N 1.163 0.898 1.907
C 1.063 0.696 3.221
C 0.096 -0.279 3.453
C -0.357 -0.642 2.197
N 0.296 0.079 1.269
N 1.169 2.644 0.150
C 1.041 3.951 -0.074
C 0.088 4.148 -1.072
C -0.330 2.880 -1.424
N 0.333 1.971 -0.675
H 5.210 -0.745 -1.480
H 2.671 -1.446 -2.153
H 4.880 1.166 0.454
H 2.831 2.455 1.721
H 1.667 1.246 3.924
H -0.224 -0.667 4.404
H -1.113 -1.362 1.929
H 1.620 4.680 0.471
H -0.246 5.088 -1.476
H -1.063 2.581 -2.157
Cl -5.489 -4.342 -0.849
C -4.279 -3.142 -0.838
C -4.640 -1.795 -0.825
C -3.670 -0.807 -0.818
Cl -4.067 0.857 -0.793
C -2.321 -1.166 -0.818
O -1.341 -0.270 -0.778
C -1.956 -2.533 -0.836
C -0.541 -2.867 -0.871
O 0.395 -2.055 -0.833
C -2.939 -3.512 -0.849
H -5.686 -1.520 -0.826
H -0.297 -3.934 -0.939
H -2.672 -4.562 -0.873
*
```

[4]
Computed, not measured: a molecular structure, C20H56As4F24N4O4, with ωB97M-V with the def2-TZVPD basis set.

The expectation value of S² is 0.750. Its total energy is -12655.8199 Ha.

```
! RIJCOSX wB97M-V def2-TZVPD def2/J DEFGRID3
* xyz -1 2
C -0.336 -0.784 5.088
C -1.019 0.243 4.175
N -2.442 0.859 4.522
C -2.303 1.780 5.702
C -3.034 1.692 3.294
C -4.488 2.323 3.601
C -3.425 -0.265 5.106
C -4.104 -1.081 4.114
O -3.175 -1.625 3.061
C -3.723 -2.835 2.507
H -0.174 -0.377 6.086
H 0.620 -1.079 4.657
H -0.957 -1.677 5.151
H -1.223 -0.256 3.227
H -0.359 1.102 4.053
H -1.524 2.541 5.658
H -2.324 1.307 6.684
H -3.257 2.279 5.872
H -3.002 0.905 2.540
H -2.266 2.441 3.102
H -4.435 3.125 4.337
H -5.278 1.656 3.948
H -4.937 2.702 2.683
H -4.194 0.283 5.649
H -2.746 -0.930 5.641
H -4.998 -0.741 3.591
H -4.520 -1.948 4.628
H -4.758 -2.742 2.178
H -3.568 -3.781 3.025
H -3.253 -3.037 1.545
C 3.934 -3.215 1.870
C 4.327 -1.996 0.983
C 5.900 -1.842 0.829
O 6.450 -2.909 0.065
C 7.704 -2.664 -0.459
N 3.635 -2.287 -0.346
H 2.701 -2.628 -0.170
H 3.405 -1.497 -0.931
H 4.106 -3.037 -0.833
H 4.137 -4.186 1.419
H 2.872 -3.062 2.061
H 4.444 -3.321 2.827
H 3.876 -1.075 1.351
H 6.420 -1.839 1.787
H 5.967 -0.925 0.243
H 7.759 -1.894 -1.228
H 7.908 -3.617 -0.946
H 8.359 -2.545 0.404
C 0.199 4.544 -2.316
C 1.649 4.043 -2.798
C 2.556 4.515 -1.640
O 3.959 4.235 -1.806
C 4.663 5.043 -2.703
N 1.559 2.503 -2.931
H 1.453 2.025 -2.048
H 0.836 2.152 -3.543
H 2.408 2.036 -3.217
H 0.153 5.595 -2.032
H -0.279 3.998 -1.503
H -0.514 4.529 -3.140
H 2.024 4.489 -3.719
H 2.350 4.085 -0.660
H 2.400 5.591 -1.557
H 4.820 6.064 -2.356
H 4.490 4.987 -3.778
H 5.616 4.527 -2.582
C -3.719 1.537 -1.094
C -3.662 -0.070 -0.920
C -5.030 -0.753 -0.919
O -4.995 -2.191 -0.873
C -6.250 -2.865 -0.686
N -2.903 -0.695 -2.069
H -2.991 -0.167 -2.926
H -1.913 -0.652 -1.874
H -3.242 -1.634 -2.226
H -4.541 1.998 -0.547
H -4.062 1.825 -2.088
H -2.777 2.086 -1.094
H -3.093 -0.365 -0.039
H -5.627 -0.395 -1.758
H -5.503 -0.571 0.047
H -6.522 -3.178 0.322
H -6.138 -3.711 -1.365
H -7.035 -2.211 -1.065
As 0.591 -4.365 -1.272
F -1.082 -3.912 -0.653
F -0.117 -4.938 -2.796
F 2.197 -4.763 -1.824
F 1.416 -3.873 0.266
F 0.519 -6.116 -0.583
F 0.871 -2.779 -1.913
As 0.610 0.496 0.306
F -0.099 1.228 -1.155
F -0.422 -0.955 0.045
F 1.423 -0.196 1.735
F 1.507 2.072 0.611
F -0.663 1.197 1.310
F 1.925 -0.086 -0.735
As 4.731 -0.591 -3.814
F 3.298 -0.951 -2.819
F 5.022 -2.312 -4.090
F 6.193 -0.200 -4.820
F 4.445 1.186 -3.572
F 5.746 -0.564 -2.354
F 3.719 -0.582 -5.300
As -1.582 1.526 -5.073
F -2.583 2.177 -6.422
F -1.907 2.855 -3.931
F -0.594 0.717 -3.717
F -1.025 0.088 -6.082
F -0.137 2.495 -5.660
F -3.045 0.659 -4.537
*
```

[5]
Computed, not measured: 2 unconnected molecules or ions with the total composition C4H9N2, with ωB97M-V with the def2-TZVPD basis set.

Its energy above the lowest of the compared OMol25 structures with the same formula, charge and spin is 5.9173 eV.

```
! RIJCOSX wB97M-V def2-TZVPD def2/J DEFGRID3
* xyz 1 1
C 2.174 -0.857 -0.037
C -0.589 1.351 0.799
C 0.274 0.427 0.039
C -1.130 -1.502 -0.093
N 1.529 0.205 -0.230
N -0.511 1.442 -0.705
H 3.301 -0.958 -0.055
H 1.712 -1.797 0.183
H -1.488 1.132 1.303
H -0.123 2.291 1.228
H -0.579 -2.057 -0.806
H -2.061 -0.983 -0.328
H -1.146 -2.063 0.883
H -1.397 1.175 -1.119
H 0.035 2.194 -1.061
*
```

[6]
Computed, not measured: 2 unconnected molecules or ions with the total composition H3N3O, with ωB97M-V with the def2-TZVPD basis set.

Its energy above the lowest of the compared OMol25 structures with the same formula, charge and spin is 5.9644 eV.

```
! RIJCOSX wB97M-V def2-TZVPD def2/J DEFGRID3
* xyz 0 1
N -0.196 1.372 -0.032
N -0.636 -0.826 -0.023
N 0.140 0.208 0.015
O 2.065 -0.249 0.030
H 0.405 2.155 0.008
H -1.620 -0.985 0.270
H -0.158 -1.676 -0.268
*
```

[7]
Computed, not measured: a molecular structure, C4H4O5Tm, with ωB97M-V with the def2-TZVPD basis set.

Its energy above the lowest of the compared OMol25 structures with the same formula, charge and spin is 0.0000 eV. The expectation value of S² is 3.754.

```
! RIJCOSX wB97M-V def2-TZVPD def2/J DEFGRID3
* xyz 0 4
O 1.254 -3.130 1.051
C 1.008 -1.918 1.111
O 0.530 -1.313 2.129
O 1.330 -1.186 0.025
C 1.344 0.283 0.072
H 2.418 0.547 0.071
C 0.754 0.772 -1.242
H 0.902 0.060 -2.075
H -0.326 0.975 -1.167
H 1.244 1.717 -1.529
C -3.580 0.783 -0.229
O -3.300 1.678 0.453
O -3.877 -0.125 -0.886
Tm 0.299 0.858 2.215
*
```

[8]
Computed, not measured: 2 unconnected molecules or ions with the total composition C8H12N2O4S, with ωB97M-V with the def2-TZVPD basis set.

Its energy above the lowest of the compared OMol25 structures with the same formula, charge and spin is 6.8917 eV.

```
! RIJCOSX wB97M-V def2-TZVPD def2/J DEFGRID3
* xyz 0 1
C 3.685 -0.772 -0.103
C 3.674 0.480 0.466
C 2.566 -1.228 -0.807
C 2.587 1.298 0.303
C 1.437 -0.348 -0.989
C 1.501 0.878 -0.411
C -1.426 -2.503 1.051
C -3.607 1.065 -0.937
N -0.694 0.752 1.040
N -2.258 -0.532 0.074
O -0.857 1.910 -1.186
O 0.273 3.051 0.634
O -2.388 -1.450 1.067
O -3.443 0.210 0.132
S -0.047 1.786 -0.022
H 4.503 -1.501 -0.061
H 4.619 0.735 0.915
H 2.591 -2.245 -1.222
H 2.708 2.276 0.699
H 0.492 -0.853 -1.505
H -0.591 -2.311 1.760
H -0.857 -2.572 0.098
H -1.872 -3.577 1.064
H -2.689 1.390 -1.344
H -4.287 1.849 -0.495
H -4.253 0.845 -1.808
H -1.366 1.367 1.590
*
```

[9]
Computed, not measured: a molecular structure, C49H51N5O2P2Pr, with ωB97M-V with the def2-TZVPD basis set.

The expectation value of S² is 2.002. Its total energy is -3521.6319 Ha.

```
! RIJCOSX wB97M-V def2-TZVPD def2/J DEFGRID3
* xyz 1 3
Pr 0.827 -0.444 -1.229
O -0.530 1.546 -1.500
C -0.075 2.743 -1.767
C -0.465 3.987 -1.065
C -0.112 5.235 -1.546
C 0.635 5.404 -2.678
C 1.048 4.284 -3.424
C 0.825 2.989 -2.911
C 1.542 1.918 -3.488
N 2.108 0.965 -2.795
C 3.528 0.641 -3.125
C 3.816 -0.874 -2.980
N 3.022 -1.494 -1.922
C 3.606 -2.623 -1.510
C 3.219 -3.483 -0.435
C 4.087 -4.527 -0.136
C 4.024 -5.293 1.027
C 2.951 -5.136 1.942
C 2.013 -4.199 1.569
C 2.139 -3.241 0.526
O 1.354 -2.219 0.385
H -1.046 3.937 -0.141
H -0.444 6.087 -0.963
H 0.821 6.407 -3.036
H 1.495 4.329 -4.417
H 1.728 1.974 -4.551
H 4.178 1.291 -2.469
H 3.803 0.817 -4.215
H 4.875 -1.082 -2.794
H 3.540 -1.434 -3.969
H 4.441 -2.964 -2.076
H 4.890 -4.768 -0.846
H 4.752 -6.101 1.159
H 2.968 -5.746 2.834
H 1.121 -4.080 2.159
C -2.257 1.344 2.248
C -1.464 2.226 3.240
P -0.034 1.536 4.268
C 0.195 2.802 5.536
C -0.608 3.904 5.771
C -0.421 4.731 6.865
C 0.598 4.512 7.779
C 1.428 3.385 7.555
C 1.284 2.563 6.444
C 1.179 2.046 3.009
C 1.789 1.039 2.216
C 2.452 1.426 1.053
C 2.595 2.799 0.794
C 2.067 3.775 1.664
C 1.405 3.388 2.791
P -1.377 -0.200 1.612
C -1.284 -1.235 3.111
C -0.287 -2.233 3.307
C -0.412 -3.189 4.294
C -1.424 -3.131 5.217
C -2.232 -1.967 5.231
C -2.247 -1.128 4.132
C -2.837 -0.852 0.746
C -3.420 0.010 -0.206
C -4.657 -0.263 -0.752
C -5.242 -1.459 -0.484
C -4.565 -2.459 0.312
C -3.334 -2.129 0.894
H -2.408 1.916 1.313
H -3.268 1.004 2.614
H -2.183 2.402 4.090
H -1.214 3.201 2.752
H -1.437 4.106 5.068
H -1.099 5.582 7.010
H 0.846 5.193 8.599
H 2.327 3.180 8.145
H 1.979 1.749 6.240
H 1.742 -0.020 2.497
H 2.992 0.787 0.357
H 3.012 3.127 -0.200
H 2.402 4.789 1.459
H 1.079 4.078 3.535
H 0.571 -2.254 2.640
H 0.365 -3.977 4.446
H -1.580 -3.955 5.921
H -2.906 -1.839 6.059
H -3.070 -0.363 4.023
H -2.854 0.943 -0.512
H -5.182 0.446 -1.407
H -6.209 -1.685 -0.983
H -4.994 -3.426 0.511
H -2.837 -2.864 1.555
C -3.037 -0.369 -6.108
C -2.400 0.678 -5.207
N -1.553 0.094 -4.165
C -1.054 -1.185 -4.178
N -0.354 -1.584 -3.112
C -0.117 -3.054 -3.007
C 0.382 -3.579 -4.346
C -0.569 -3.202 -5.495
N -1.396 -2.012 -5.242
C -2.126 -1.514 -6.456
H -3.407 0.153 -7.014
H -3.969 -0.762 -5.653
H -3.185 1.198 -4.641
H -1.810 1.405 -5.807
H -1.265 0.654 -3.331
H -1.085 -3.520 -2.701
H 0.694 -3.207 -2.285
H 0.544 -4.678 -4.383
H 1.337 -3.099 -4.579
H -1.236 -3.987 -5.774
H 0.007 -3.019 -6.475
H -2.667 -2.406 -6.841
H -1.382 -1.211 -7.197
*
```

[10]
Computed, not measured: a molecular structure, C12H11F4N5SbSe4V, with ωB97M-V with the def2-TZVPD basis set.

Its energy above the lowest of the compared OMol25 structures with the same formula, charge and spin is 0.0000 eV. The expectation value of S² is 1.232.

```
! RIJCOSX wB97M-V def2-TZVPD def2/J DEFGRID3
* xyz -1 2
V -0.524 -0.503 0.612
C -3.149 0.998 -0.085
N -1.718 0.871 -0.406
C -1.565 0.369 -1.799
C -1.008 2.168 -0.235
C 0.504 1.985 -0.458
N 0.885 0.699 0.129
C 2.088 0.070 -0.076
C 2.248 -1.236 0.444
F 1.194 -1.758 1.168
C 3.366 -1.999 0.224
F 3.416 -3.236 0.731
C 4.433 -1.507 -0.507
C 4.322 -0.219 -0.982
F 5.334 0.318 -1.678
C 3.196 0.557 -0.773
F 3.186 1.813 -1.262
H -3.646 1.627 -0.831
H -3.258 1.446 0.902
H -3.600 0.008 -0.072
H -1.836 1.137 -2.530
H -2.205 -0.495 -1.955
H -0.532 0.076 -1.996
H -1.190 2.512 0.783
H -1.417 2.904 -0.935
H 1.044 2.807 0.016
H 0.731 2.020 -1.528
H 5.312 -2.105 -0.691
N -1.280 -3.049 -4.127
C -1.151 -3.326 -3.011
N -0.974 -3.637 -1.734
C -1.268 -2.844 -0.797
N -1.554 -2.149 0.115
Se 0.211 0.897 5.981
Sb -2.010 0.866 5.123
Se -1.212 -0.001 2.553
Se -3.501 -0.893 5.687
Se -2.871 2.808 4.002
*
```

Number 1: M 694.8 g mol⁻¹, largest force on an atom 0.06750 hartree/bohr. Number 2: M 297.4 g mol⁻¹, largest force on an atom 0.01429 hartree/bohr. Number 3: M 454.0 g mol⁻¹, largest force on an atom 0.07199 hartree/bohr. Number 4: M 1172.3 g mol⁻¹, largest force on an atom 0.07656 hartree/bohr. Number 5: M 85.1 g mol⁻¹, largest force on an atom 0.13663 hartree/bohr. Number 6: M 61.0 g mol⁻¹, largest force on an atom 0.09422 hartree/bohr. Number 7: M 301.0 g mol⁻¹, largest force on an atom 0.08347 hartree/bohr. Number 8: M 232.3 g mol⁻¹, largest force on an atom 0.08242 hartree/bohr. Number 9: M 944.8 g mol⁻¹, largest force on an atom 0.05993 hartree/bohr. Number 10: M 789.8 g mol⁻¹, largest force on an atom 0.01888 hartree/bohr.